Record 1
{"formula": "C10H17ClN3", "method": "wB97M-V/def2-TZVPD", "species": ["C", "C", "C", "C", "C", "C", "C", "C", "C", "C", "N", "N", "N", "Cl", "H", "H", "H", "H", "H", "H", "H", "H", "H", "H", "H", "H", "H", "H", "H", "H", "H"], "coordinates": [[3.26866, -0.82228, -0.09466], [-3.19597, -0.89527, -0.48535], [-3.02755, 0.58929, -0.77823], [-2.42753, -1.28847, 0.77078], [-1.54861, 0.93499, -0.93298], [-0.95294, -0.90110, 0.65970], [-0.84275, 0.60056, 0.39069], [0.59425, 1.07456, 0.33664], [4.40141, -1.34054, -0.89339], [0.93013, 2.41604, 0.94179], [2.38165, -0.00924, -0.86834], [1.45548, 0.51512, -0.34729], [2.94973, -0.92062, 1.11858], [0.17256, 3.71322, -0.03254], [-4.25310, -1.11554, -0.34137], [-2.84028, -1.47869, -1.33631], [-3.54825, 0.85349, -1.69751], [-3.46279, 1.17918, 0.03179], [-2.87251, -0.79669, 1.63863], [-2.49716, -2.36540, 0.92934], [-1.11638, 0.34680, -1.74373], [-1.44149, 1.98945, -1.18105], [-0.43864, -1.16132, 1.58534], [-0.48665, -1.45775, -0.15695], [-1.33948, 1.14862, 1.19580], [4.83687, -0.53310, -1.48081], [4.04897, -2.09294, -1.59825], [5.16078, -1.77988, -0.25127], [2.00596, 2.59279, 0.95366], [0.52390, 2.47246, 1.95210], [3.56171, -1.46774, 1.71520]], "forces_ev_per_a": [[1.32, -0.60, 0.55], [-0.25, 0.11, 0.26], [0.15, -0.28, -0.14], [0.12, -0.09, -0.27], [-0.47, 0.35, -0.34], [-0.16, -0.28, 0.27], [1.06, 0.10, 0.36], [-3.74, 2.67, 1.41], [0.24, -0.18, -0.20], [0.28, 0.20, 0.61], [1.28, -0.93, -0.08], [-0.15, -0.86, -1.81], [-0.28, 0.31, -0.27], [0.16, -0.31, 0.14], [-0.03, -0.11, -0.11], [-0.03, -0.06, -0.07], [-0.03, 0.07, -0.04], [-0.01, 0.08, -0.02], [0.01, -0.02, 0.07], [-0.01, 0.02, 0.09], [0.10, -0.05, -0.05], [0.10, -0.06, 0.03], [0.12, 0.01, -0.03], [0.06, -0.01, -0.02], [0.09, 0.10, -0.03], [0.07, 0.01, 0.03], [-0.02, -0.07, 0.00], [-0.05, 0.01, -0.01], [-0.15, -0.05, 0.01], [0.04, 0.06, -0.07], [0.17, -0.13, -0.31]], "mulliken_spin": [-0.01, 0.00, 0.01, 0.01, 0.05, 0.04, 0.05, 0.21, -0.01, 0.05, 0.99, 0.35, 0.21, 0.04, 0.00, 0.00, 0.01, 0.00, 0.00, 0.00, 0.00, 0.00, -0.01, 0.00, 0.00, 0.00, 0.00, 0.00, 0.00, 0.01, 0.01], "molar_mass_g_mol": 214.7, "total_charge": 1, "e_tot_ha": -1015.2886, "spin_multiplicity": 3, "relative_energy_ev": 0.000}

=====

Record 2
{"formula": "C10H17ClN6O6P2Pd", "method": "wB97M-V/def2-TZVPD", "species": ["Pd", "N", "C", "C", "P", "O", "O", "O", "P", "O", "O", "O", "H", "H", "H", "H", "H", "H", "H", "H", "Cl", "C", "C", "C", "C", "C", "C", "C", "H", "H", "H", "H", "H", "H", "N", "N", "N", "C", "N", "N", "H", "H", "H"], "coordinates": [[0.31751, 1.21990, -1.83305], [2.08969, -3.12991, -2.93943], [1.01260, -2.16775, -3.49702], [0.06967, -2.99408, -4.42595], [-0.10092, -1.99446, -1.84850], [-1.62785, -1.78806, -2.31642], [0.30352, -3.16784, -1.04720], [0.13789, -0.59479, -1.15557], [1.75313, -0.60778, -4.10857], [1.88615, -0.65907, -5.68842], [3.21703, -0.60061, -3.36399], [1.10744, 0.60626, -3.73231], [2.99679, -2.74679, -2.65099], [2.29489, -3.92736, -3.52138], [1.68368, -3.55137, -2.05812], [-0.35726, -3.96607, -3.97174], [0.64569, -3.46557, -5.23291], [-0.71216, -2.33057, -4.66949], [-2.15514, -2.62138, -2.36507], [2.12715, -1.38249, -6.23686], [0.43204, 3.29567, 6.50581], [0.03723, 1.60566, 6.84745], [-1.18592, 1.09679, 6.42430], [-1.43690, -0.24151, 6.66940], [-0.53237, -1.03899, 7.39777], [0.65859, -0.44824, 7.81036], [0.94375, 0.95450, 7.54755], [2.28417, 1.32963, 7.61959], [-1.92310, 1.66313, 5.94086], [-2.40194, -0.73799, 6.51112], [-0.68142, -2.12012, 7.55895], [1.39282, -1.00410, 8.37455], [2.98401, 0.60958, 8.08598], [2.53286, 2.35670, 7.39168], [-2.60201, 3.92474, -5.48498], [-2.19456, 3.55414, -4.17166], [-2.78133, 4.08377, -3.08714], [-2.18092, 3.41165, -2.13299], [-1.16090, 2.62728, -2.59898], [-1.27146, 2.66394, -3.93078], [-3.38970, 4.50292, -5.51753], [-1.78902, 4.28570, -5.99273], [-2.42343, 3.49493, -1.10556]], "forces_ev_per_a": [[-0.09, 0.42, -1.22], [-0.27, -0.39, 0.84], [-1.61, -1.77, 1.81], [1.46, -2.12, 1.18], [0.78, 2.06, -0.46], [0.23, -1.44, 0.08], [-0.66, 0.02, -0.09], [0.05, -1.52, -0.07], [10.45, -3.50, 1.74], [-1.33, 1.28, 0.82], [-4.85, -1.34, -2.50], [-4.54, 4.58, 1.07], [-0.13, 1.18, -0.52], [-0.04, -0.14, -0.80], [-0.13, 0.40, -0.42], [0.42, 1.73, 0.06], [-0.28, 0.86, -0.48], [-0.93, 0.38, -1.03], [0.51, 0.77, 0.01], [0.48, -1.07, -0.30], [-1.02, -1.39, -0.11], [-1.25, 5.41, -1.72], [-0.70, -2.30, 0.35], [-1.01, -1.41, 0.90], [-0.67, -0.02, -1.02], [0.95, 1.71, 0.70], [3.52, -4.83, 1.28], [0.46, -0.02, 1.40], [-0.71, 1.00, -0.59], [0.32, 0.68, -0.56], [-0.21, 0.76, 0.02], [0.09, -0.15, -0.08], [-0.29, 0.86, -0.47], [0.53, -0.32, 0.02], [2.95, -2.07, 0.81], [-0.63, 0.76, -0.61], [0.26, -1.10, -0.55], [1.25, 0.02, -0.10], [-1.48, -0.09, -0.83], [-0.02, 0.97, -0.13], [-1.27, 1.03, 0.64], [-0.47, -0.11, 0.28], [-0.09, 0.23, 0.66]], "mulliken_spin": [1.53, 0.00, 0.00, 0.00, 0.01, 0.00, 0.02, 0.23, 0.01, 0.00, 0.01, 0.09, 0.00, 0.00, 0.00, 0.00, 0.00, 0.00, 0.00, 0.00, 0.13, 0.34, 0.19, 0.11, 0.25, 0.34, -0.06, 0.62, 0.00, 0.01, 0.00, 0.01, 0.02, 0.03, 0.00, 0.00, 0.00, 0.00, 0.08, 0.01, 0.00, 0.00, 0.00], "molar_mass_g_mol": 521.1, "total_charge": 2, "e_tot_ha": -2441.3489, "spin_multiplicity": 5, "relative_energy_ev": 0.287}

=====

Record 3
{"formula": "C10H17ClSi2", "method": "wB97M-V/def2-TZVPD", "species": ["C", "Si", "C", "C", "C", "C", "C", "Si", "C", "C", "Cl", "C", "C", "H", "H", "H", "H", "H", "H", "H", "H", "H", "H", "H", "H", "H", "H", "H", "H", "H"], "coordinates": [[3.18590, -1.74332, -2.47342], [1.26823, -1.54830, -2.43307], [0.47713, -1.68184, -4.14460], [0.12834, -0.98274, -1.03091], [-0.50696, 0.22914, -1.16434], [-0.91858, 1.02507, -0.08609], [-0.65127, 0.53373, 1.17634], [-1.09953, 1.41414, 2.82281], [-0.48470, 3.24810, 2.70220], [-2.90252, 1.10543, 3.18615], [-0.03815, 0.43190, 4.39747], [-0.05549, -0.65410, 1.31207], [0.35244, -1.44614, 0.26128], [3.57180, -0.81352, -2.06163], [3.48300, -1.87085, -3.47485], [3.59236, -2.54485, -1.82883], [1.28210, -2.90924, -2.04059], [0.44210, -2.65459, -4.58848], [-0.59022, -1.43224, -4.09146], [0.93539, -1.10111, -4.94308], [-0.69517, 0.57510, -2.10237], [-1.28241, 2.02974, -0.18045], [-1.31788, 3.97236, 2.47811], [-0.19082, 3.34867, 3.78598], [0.42919, 3.41336, 2.16513], [-3.44423, 1.47322, 2.31529], [-3.20072, 1.69843, 3.97322], [-3.06857, 0.04694, 3.37126], [0.23589, -0.89056, 2.31631], [1.06338, -2.27191, 0.38055]], "forces_ev_per_a": [[-0.46, 1.83, 2.04], [-0.19, -2.89, -0.36], [-0.50, 1.21, -0.27], [1.51, 0.69, -0.25], [-0.90, 0.84, 2.15], [0.55, -0.83, -0.32], [-1.41, 2.22, 1.30], [0.85, 0.25, -1.15], [-1.45, -0.77, 2.21], [1.18, -0.35, -1.78], [-0.34, 0.60, -0.55], [1.36, -2.41, 0.89], [1.10, -0.07, -0.70], [0.79, 0.19, -0.32], [0.47, -0.09, -1.26], [-0.70, 0.29, -0.42], [-0.81, -1.85, 0.43], [0.43, -1.05, 0.37], [0.17, 0.38, 0.02], [-0.05, 0.53, 0.11], [-0.33, 1.15, -2.69], [-0.39, 0.25, -0.47], [1.03, -0.66, 0.12], [-0.36, 0.52, -0.82], [0.16, -0.04, -0.66], [-0.21, -0.32, -0.18], [-0.81, 1.09, 2.08], [-0.13, 0.05, -0.06], [0.09, -0.77, 0.25], [-0.63, 0.02, 0.28]], "lowdin_charge": [-0.21, 0.68, -0.22, -0.29, -0.11, -0.06, -0.31, 0.32, -0.19, -0.19, 0.30, -0.16, -0.08, 0.00, 0.00, 0.03, -0.03, 0.01, 0.03, 0.02, 0.06, 0.10, 0.04, 0.02, 0.01, 0.04, -0.01, 0.04, 0.03, 0.11], "molar_mass_g_mol": 228.9, "e_tot_ha": -1430.4316, "relative_energy_ev": 1.973}